C12H16 | ωB97M-V/def2-TZVPD

Atoms and positions in Å:
C -1.4465 0.8193 -0.0744
C -1.5978 -0.6513 -0.0989
C -2.3930 1.7859 0.0687
C -2.5643 -1.4779 -0.1871
C -0.0189 1.0455 -0.0888
C -0.0869 -1.0434 0.0512
C 0.8367 -0.1064 -0.7044
C 0.7418 0.0121 0.7363
C 0.6599 2.4179 -0.1501
C 0.3477 -2.5387 0.2117
C 1.6488 -0.3691 -1.9220
C 1.4045 0.1814 2.0678
H -2.1912 2.8534 0.0004
H -3.4002 1.3549 0.0419
H -2.4754 -2.4781 -0.2004
H -3.6033 -1.0992 -0.2198
H -0.1380 3.1716 0.2294
H 0.8661 2.6254 -1.2492
H 1.6876 2.4545 0.1931
H 1.2391 -2.5247 0.8453
H 0.3685 -2.7951 -0.8158
H -0.2448 -3.2614 0.7455
H 1.6492 -1.4181 -2.1980
H 2.7290 -0.0127 -1.8007
H 1.1907 0.2715 -2.6623
H 2.3800 0.4617 1.9612
H 1.4534 -0.7251 2.7326
H 0.9571 1.0458 2.4867

## Properties
- SMILES: C=C1C(=C)[C@]2(C)[C@]3(C)[C@@]1(C)[C@]23C
- 2S+1: 1
- Calculated total energy: -12699.1072 eV
- Gap between HOMO and LUMO: 9.0 eV
- Relative energy (zero: lowest compared OMol25 entry of this formula, charge and spin): 2.4873 eV